The molecule C9H18N2O3S at a distorted geometry. Source: OMol25; level of theory: ωB97M-V with the def2-TZVPD basis set.

Geometry (Å):
C -1.891 -1.463 0.298
C -0.026 0.153 0.083
C 2.124 -0.588 -1.297
C -0.227 -1.025 -2.194
C 0.596 2.492 0.363
C 0.307 1.199 2.371
C 0.259 -2.201 1.012
C 0.632 -0.053 -1.309
C 0.824 1.030 0.952
N -2.566 -0.364 -0.252
N -0.623 -1.086 0.734
O -2.411 -2.475 0.647
O -1.527 1.587 -1.576
O -2.368 1.993 0.665
S -1.724 1.046 -0.230
H 2.358 -1.069 -0.314
H 2.810 0.214 -1.558
H 2.290 -1.280 -2.057
H -1.304 -0.687 -2.102
H -0.119 -2.034 -1.891
H 0.136 -0.875 -3.246
H 0.707 2.406 -0.704
H 1.411 2.994 0.799
H -0.375 2.860 0.642
H -0.435 2.012 2.398
H 1.051 1.415 3.097
H -0.112 0.280 2.759
H 0.290 -2.853 0.056
H 1.324 -1.858 1.133
H -0.098 -2.922 1.820
H 0.417 0.824 -1.948
H 1.863 0.704 0.963
H -3.592 -0.379 -0.116

**Energy above the lowest of the compared OMol25 structures with the same formula, charge and spin**: 66.5 kcal per mole
**SMILES**: CC(C)C1(C(C)C)N(C)C(=O)NS1(=O)=O
**DFT total energy**: -29581.2440 eV
**HOMO-LUMO gap**: 10.6 eV